Entry 1:
Below is C22H27AuBrN3O3S2 as an isolated structure, with properties calculated with ωB97M-V with the def2-TZVPD basis set.

Values from the calculation:
ΔE to the lowest compared entry with this formula, charge and spin: 0.2660 eV
E_LUMO: -7.7646 eV
Calculated total energy: -4750.03750 a.u.
Kohn-Sham gap: 5.9 eV
Highest occupied orbital energy: -13.65 eV
Total charge: +2

Geometry (Å):
Au (0.094, 0.037, 1.464)
C (-2.957, -4.264, 1.884)
C (-2.381, -3.113, 2.661)
C (-2.585, -2.945, 4.025)
C (-2.079, -1.840, 4.683)
C (-1.349, -0.907, 3.975)
Br (-0.815, 0.663, 4.838)
N (-1.099, -1.086, 2.667)
C (-1.613, -2.157, 2.023)
H (-3.475, -4.957, 2.543)
H (-2.176, -4.812, 1.357)
H (-3.670, -3.905, 1.141)
H (-3.159, -3.678, 4.579)
H (-2.256, -1.681, 5.737)
H (-1.398, -2.233, 0.967)
C (0.129, -0.214, -6.709)
C (0.124, -0.114, -5.206)
C (0.762, -1.075, -4.427)
C (0.757, -1.010, -3.044)
C (1.415, -2.079, -2.205)
C (0.101, 0.070, -2.445)
C (-0.546, 1.056, -3.194)
C (-1.263, 2.193, -2.511)
C (-0.515, 0.945, -4.573)
C (0.034, 0.110, -0.988)
O (0.906, 0.727, -0.274)
O (-0.871, -0.490, -0.311)
H (0.295, -1.238, -7.040)
H (0.929, 0.401, -7.128)
H (-0.808, 0.147, -7.129)
H (1.268, -1.901, -4.916)
H (2.028, -2.733, -2.822)
H (0.664, -2.700, -1.710)
H (2.046, -1.646, -1.424)
H (-2.202, 1.843, -2.073)
H (-1.500, 2.984, -3.219)
H (-0.652, 2.622, -1.714)
H (-1.002, 1.705, -5.175)
S (1.817, -0.060, 3.044)
C (3.242, -0.138, 2.052)
N (4.404, 0.215, 2.659)
C (5.593, 0.179, 2.020)
C (5.626, -0.212, 0.717)
C (4.406, -0.575, 0.145)
N (3.248, -0.551, 0.797)
H (4.369, 0.515, 3.627)
H (6.462, 0.474, 2.592)
H (6.552, -0.245, 0.163)
H (4.363, -0.915, -0.884)
C (-1.751, 4.166, 3.141)
S (-1.241, 3.446, 1.599)
C (-2.636, 3.958, 0.625)
O (-1.410, 1.943, 1.783)
H (-1.757, 5.251, 3.034)
H (-1.023, 3.878, 3.896)
H (-2.742, 3.791, 3.397)
H (-2.633, 5.044, 0.538)
H (-3.547, 3.603, 1.107)
H (-2.525, 3.508, -0.358)

***

Entry 2:
Below is a 2-piece molecular cluster, C22H27BBrF6I2NO10S overall, with properties calculated with ωB97M-V with the def2-TZVPD basis set.

Values from the calculation:
E_LUMO: -3.4875 eV
Calculated total energy: -5852.99225 a.u.
Kohn-Sham gap: 1.4 eV
Highest occupied orbital energy: -4.89 eV

Geometry (Å):
C (2.780, -2.978, 2.656)
C (2.484, -1.435, 2.331)
O (1.069, -1.136, 2.323)
B (0.771, 0.147, 1.864)
O (0.141, 1.023, 2.777)
C (1.066, 0.694, 0.358)
C (0.384, -0.067, -0.718)
C (-0.533, -1.290, -0.393)
O (-0.028, -2.315, 0.006)
C (-2.104, -1.310, -0.597)
F (-2.387, -2.498, -1.269)
F (-2.448, -0.199, -1.343)
C (-2.932, -1.250, 0.743)
F (-2.317, -1.914, 1.798)
F (-3.026, 0.085, 1.141)
C (-4.408, -1.810, 0.645)
F (-4.432, -3.192, 0.800)
F (-5.152, -1.314, 1.717)
C (-5.184, -1.440, -0.684)
O (-5.587, -0.353, -0.963)
O (-5.349, -2.499, -1.599)
C (0.595, 0.305, -2.140)
C (-0.019, -0.414, -3.379)
O (-1.099, -0.064, -3.777)
O (0.626, -1.417, -4.108)
C (1.244, -2.407, -3.267)
I (0.357, -4.322, -3.895)
C (2.803, -2.480, -3.581)
C (3.698, -2.793, -2.312)
I (3.501, -0.665, -4.617)
C (1.491, 1.461, -2.404)
C (2.129, 2.161, -1.281)
C (3.084, 3.334, -1.700)
S (2.131, 4.913, -1.479)
O (2.742, 5.670, -0.374)
O (0.755, 4.557, -1.123)
N (1.910, 1.798, 0.069)
C (2.584, 2.523, 1.189)
C (3.864, 1.691, 1.642)
C (4.108, 1.660, 3.196)
Br (5.619, 0.377, 3.491)
H (1.796, -3.516, 2.671)
H (3.280, -3.008, 3.662)
H (3.454, -3.359, 1.833)
H (2.991, -0.830, 3.126)
H (2.874, -1.252, 1.289)
H (-0.195, 1.808, 2.294)
H (-6.303, -2.716, -1.632)
H (1.005, -2.308, -2.179)
H (2.984, -3.305, -4.326)
H (4.694, -2.296, -2.466)
H (3.890, -3.897, -2.260)
H (3.277, -2.374, -1.354)
H (1.705, 1.767, -3.459)
H (3.515, 3.204, -2.726)
H (3.899, 3.370, -0.916)
H (2.255, 5.611, -2.667)
H (2.968, 3.531, 0.856)
H (1.869, 2.755, 2.029)
H (4.756, 2.169, 1.143)
H (3.790, 0.656, 1.191)
H (3.220, 1.328, 3.789)
H (4.520, 2.657, 3.504)
C (-6.931, 0.917, 1.865)
C (-8.407, 1.393, 1.860)
O (-8.671, 1.912, 3.055)
H (-6.756, 0.151, 2.622)
H (-6.679, 0.484, 0.894)
H (-6.240, 1.745, 2.045)
H (-8.996, 0.510, 1.536)
H (-8.495, 2.057, 0.975)

***

Entry 3:
Below is C22H27BF5MnN7O6S2Se as an isolated structure, with properties calculated with ωB97M-V with the def2-TZVPD basis set.

Values from the calculation:
E_LUMO (spin up / spin down): 3.8747 / 3.8747 eV
2S+1: 2
Calculated total energy: -6562.24610 a.u.
Kohn-Sham gap (spin up / spin down): 5.3 / 5.1 eV
Highest occupied orbital energy (spin up / spin down): -1.44 / -1.24 eV
Total charge: -2

Geometry (Å):
Mn (-0.994, -0.460, -0.458)
N (-2.572, 0.637, 0.809)
N (-3.056, 1.894, 1.172)
C (-2.778, 3.008, 0.453)
N (-3.478, 4.107, 0.969)
S (-1.760, 3.139, -0.826)
H (-3.292, 0.089, 0.332)
H (-2.235, 0.138, 1.625)
H (-3.946, 1.911, 1.649)
H (-3.438, 4.159, 1.980)
H (-3.146, 4.955, 0.537)
O (-0.886, -2.299, -1.470)
Se (-1.222, -3.166, -0.056)
O (0.147, -3.766, 0.563)
O (-1.747, -1.840, 0.844)
O (-2.395, -4.260, -0.252)
F (-4.744, -5.492, -4.367)
C (-4.469, -4.275, -3.854)
C (-3.408, -3.530, -4.332)
F (-2.639, -4.028, -5.323)
C (-3.141, -2.284, -3.801)
F (-2.101, -1.623, -4.346)
C (-3.889, -1.699, -2.777)
S (-3.522, -0.152, -2.086)
C (-4.954, -2.491, -2.329)
F (-5.759, -2.047, -1.352)
C (-5.244, -3.740, -2.843)
F (-6.287, -4.449, -2.370)
C (1.678, 2.114, -6.202)
C (1.198, 0.666, -6.215)
C (-0.324, 0.582, -6.230)
C (1.787, -0.167, -5.075)
N (1.306, 0.213, -3.761)
C (0.428, -0.412, -2.978)
N (0.268, 0.316, -1.899)
N (1.060, 1.396, -2.032)
N (1.694, 1.347, -3.142)
H (1.270, 2.649, -7.063)
H (2.767, 2.179, -6.243)
H (1.354, 2.628, -5.298)
H (1.585, 0.192, -7.126)
H (-0.753, 1.017, -5.325)
H (-0.679, -0.447, -6.288)
H (-0.727, 1.133, -7.083)
H (2.877, -0.119, -5.063)
H (1.496, -1.211, -5.199)
H (-0.059, -1.360, -3.146)
C (4.552, 0.894, 6.724)
C (3.067, 0.772, 6.380)
C (2.365, 2.043, 6.878)
C (2.502, -0.440, 7.134)
C (2.827, 0.593, 4.879)
C (3.867, 0.445, 3.969)
C (3.638, 0.250, 2.599)
C (2.335, 0.203, 2.165)
O (1.847, 0.030, 0.922)
B (0.398, 0.026, 1.002)
O (0.110, 0.263, 2.405)
C (1.280, 0.346, 3.069)
C (1.502, 0.542, 4.411)
H (4.665, 1.055, 7.800)
H (5.015, 1.736, 6.205)
H (5.101, -0.011, 6.461)
H (2.544, 2.183, 7.949)
H (1.287, 1.994, 6.720)
H (2.739, 2.921, 6.347)
H (2.647, -0.326, 8.213)
H (2.998, -1.356, 6.810)
H (1.435, -0.560, 6.942)
H (4.893, 0.476, 4.310)
H (4.458, 0.132, 1.903)
H (0.656, 0.636, 5.081)

***

Entry 4:
Below is C22H27BiNO3P2 as an isolated structure, with properties calculated with ωB97M-V with the def2-TZVPD basis set.

Values from the calculation:
ΔE to the lowest compared entry with this formula, charge and spin: 5.0474 eV
E_LUMO (spin up / spin down): -3.8901 / -4.1237 eV
Calculated total energy: -2031.80333 a.u.
Kohn-Sham gap (spin up / spin down): 5.9 / 5.9 eV
Highest occupied orbital energy (spin up / spin down): -9.74 / -9.99 eV
Total charge: +1

Geometry (Å):
C (-0.243, 2.176, -3.441)
C (0.100, 1.699, -2.163)
C (-0.877, 1.005, -1.395)
C (-2.193, 0.861, -1.913)
C (-2.513, 1.384, -3.171)
C (-1.539, 2.029, -3.950)
C (-3.174, 0.084, -1.062)
C (-2.974, 0.412, 0.401)
C (-1.632, 0.574, 0.818)
C (-1.345, 0.839, 2.186)
C (-2.401, 0.870, 3.111)
C (-3.730, 0.695, 2.698)
C (-4.011, 0.483, 1.340)
H (0.520, 2.700, -4.030)
H (-3.534, 1.266, -3.554)
H (-1.792, 2.422, -4.940)
H (-4.214, 0.262, -1.381)
H (-2.179, 1.068, 4.166)
H (-4.543, 0.734, 3.431)
H (-5.047, 0.349, 1.006)
N (-0.582, 0.501, -0.113)
Bi (0.900, -0.935, 0.213)
C (1.482, 1.921, -1.604)
H (1.428, 2.409, -0.612)
H (2.091, 2.548, -2.280)
C (0.070, 1.152, 2.600)
H (0.456, 2.002, 2.005)
H (0.124, 1.419, 3.670)
P (2.291, 0.275, -1.298)
P (1.275, -0.223, 2.259)
C (1.026, -1.424, 3.629)
H (1.779, -2.226, 3.551)
H (1.108, -0.928, 4.611)
H (0.025, -1.869, 3.510)
C (2.906, 0.538, 2.674)
H (2.958, 0.797, 3.746)
H (3.713, -0.170, 2.426)
H (3.038, 1.453, 2.074)
C (2.438, -0.424, -3.005)
H (2.815, 0.328, -3.721)
H (3.120, -1.290, -2.985)
H (1.439, -0.762, -3.329)
C (4.049, 0.684, -0.898)
H (4.582, -0.244, -0.631)
H (4.552, 1.164, -1.756)
H (4.081, 1.363, -0.031)
C (2.074, -2.364, 0.409)
O (2.819, -3.263, 0.532)
H (-2.974, -1.003, -1.202)
C (-1.060, -3.693, 0.191)
C (-1.157, -2.885, -1.064)
O (-1.955, -3.290, -2.025)
O (-0.478, -1.764, -1.227)
H (-1.726, -4.579, 0.131)
H (-1.364, -3.074, 1.060)
H (-0.021, -4.053, 0.332)